[1]
Entry from the OMol25 dataset: 10 unconnected molecules or ions with the total composition C47H94F18N11O17S6 in a non-equilibrium geometry (ωB97M-V with the def2-TZVPD basis set).

Results
E_LUMO ... -10.04 eV
2S+1 ... 1
E ... -7913.22848 Ha
Charge ... +5

Last column: Mulliken charge in e.
Element x y z (Å)
C -1.644 2.438 5.972  -1.56
C -2.100 2.832 7.428  0.15
C -3.631 2.671 7.537  -0.96
O -3.982 3.307 8.715  -0.37
C -5.212 3.006 9.237  -0.76
N -1.348 2.097 8.486  -0.21
H -1.468 1.133 8.212  0.39
H -0.356 2.280 8.539  0.35
H -1.782 2.165 9.396  0.34
H -2.152 3.071 5.244  0.48
H -1.637 1.410 5.609  0.55
H -0.602 2.736 5.859  0.42
H -1.940 3.876 7.697  0.27
H -4.066 1.683 7.388  0.51
H -4.140 3.170 6.713  0.48
H -5.529 3.670 10.041  0.26
H -5.173 2.025 9.711  0.31
H -5.893 3.264 8.426  0.34
C -3.992 -4.992 3.172  -1.89
C -3.007 -5.245 1.966  0.97
C -1.856 -4.215 1.814  -0.41
O -0.617 -4.768 1.342  -0.61
C 0.489 -3.781 1.524  -0.67
N -2.569 -6.622 2.264  -0.15
H -2.738 -6.986 3.191  0.36
H -2.800 -7.308 1.560  0.35
H -1.564 -6.612 2.160  0.34
H -4.613 -4.098 3.118  0.04
H -3.360 -4.748 4.026  0.65
H -4.609 -5.834 3.486  0.54
H -3.485 -5.403 0.998  0.05
H -1.794 -3.637 2.736  0.28
H -2.163 -3.430 1.122  0.23
H 0.230 -2.876 0.975  0.17
H 1.466 -4.142 1.201  0.39
H 0.731 -3.482 2.544  0.40
C 1.756 0.116 3.517  -1.60
C 1.973 1.656 3.223  0.83
C 3.206 2.257 3.896  -1.39
O 4.393 1.614 3.394  -0.06
C 5.542 2.347 3.747  -0.52
N 2.196 1.722 1.709  2.17
H 3.017 1.215 1.411  -0.17
H 1.425 1.271 1.238  -0.40
H 2.292 2.700 1.478  0.25
H 2.744 -0.330 3.396  0.43
H 1.136 -0.557 2.924  0.29
H 1.669 0.065 4.602  0.54
H 1.027 2.186 3.343  0.24
H 3.150 1.900 4.924  0.53
H 3.132 3.341 3.802  0.61
H 5.716 2.497 4.812  0.34
H 5.544 3.337 3.291  0.29
H 6.316 1.638 3.454  -0.14
C -2.963 3.134 -2.015  -1.04
C -4.204 3.937 -1.668  0.13
C -3.978 4.999 -0.628  -0.39
O -5.082 5.852 -0.291  -0.51
C -4.911 6.684 0.850  -0.71
N -4.858 4.635 -2.780  -0.11
H -5.434 4.036 -3.354  0.37
H -5.540 5.237 -2.343  0.37
H -4.367 5.319 -3.338  0.37
H -2.171 3.759 -2.427  0.53
H -3.094 2.351 -2.761  0.42
H -2.424 2.620 -1.219  -0.15
H -4.935 3.204 -1.326  0.21
H -3.255 5.700 -1.043  0.51
H -3.744 4.444 0.281  0.15
H -5.477 7.578 0.587  0.32
H -3.878 6.986 1.023  0.28
H -5.148 6.030 1.689  0.28
C 5.347 4.120 -6.664  -1.35
C 5.034 3.066 -5.567  0.00
C 3.608 3.103 -5.040  -0.51
O 2.757 3.019 -6.161  -0.44
C 1.459 3.165 -5.733  -0.52
N 5.202 1.694 -6.225  -0.25
H 4.715 1.551 -7.097  0.33
H 6.141 1.850 -6.564  0.40
H 5.063 0.873 -5.654  0.30
H 5.247 5.162 -6.359  0.38
H 4.718 4.030 -7.549  0.38
H 6.392 4.150 -6.971  0.46
H 5.642 3.095 -4.662  0.42
H 3.375 3.999 -4.465  0.58
H 3.518 2.237 -4.385  0.12
H 1.249 4.121 -5.254  0.38
H 1.325 2.479 -4.896  -0.06
H 0.705 2.982 -6.498  0.38
C 9.464 -3.359 -2.346  -1.32
C 8.861 -2.005 -1.967  -0.27
C 8.507 -2.042 -0.388  -0.85
N 8.022 -0.683 0.206  0.12
C 7.768 -1.020 1.722  -0.51
C 6.427 -1.675 2.040  -1.12
C 5.256 -1.246 1.232  0.48
C 5.538 -1.030 -0.180  -0.91
C 6.745 -0.184 -0.447  -0.91
C 9.163 0.363 0.096  -0.89
H 8.615 -4.024 -2.186  0.35
H 10.295 -3.603 -1.684  0.36
H 9.484 -3.419 -3.434  0.38
H 8.087 -1.639 -2.641  0.31
H 9.772 -1.411 -1.892  0.30
H 9.262 -2.465 0.274  0.53
H 7.583 -2.611 -0.282  0.40
H 8.611 -1.542 2.175  0.50
H 7.696 -0.019 2.149  0.11
H 6.608 -2.750 2.043  0.41
H 6.170 -1.548 3.092  0.54
H 4.493 -2.014 1.108  0.29
H 4.713 -0.423 1.696  -0.49
H 5.693 -1.993 -0.666  0.57
H 4.663 -0.664 -0.718  0.38
H 7.112 -0.040 -1.463  0.63
H 6.418 0.697 0.105  0.41
H 10.086 -0.174 0.310  0.38
H 8.931 1.119 0.846  0.33
H 9.041 0.790 -0.900  0.40
C -7.583 -8.023 -3.575  -0.97
N -6.589 -6.976 -3.624  0.13
C -5.320 -7.315 -4.016  -0.43
C -4.421 -6.339 -4.318  -0.62
C -4.857 -4.990 -4.234  0.60
C -6.138 -4.671 -3.807  -0.29
C -7.024 -5.707 -3.439  -0.39
C -3.970 -3.796 -4.500  0.61
C -2.850 -3.516 -3.685  -0.84
C -1.911 -2.585 -4.090  -0.58
N -2.048 -1.953 -5.309  0.20
C -3.063 -2.262 -6.115  -0.24
C -4.092 -3.130 -5.716  -0.58
C -0.960 -1.083 -5.806  -0.77
H -7.393 -8.541 -2.635  0.41
H -7.423 -8.813 -4.309  0.37
H -8.606 -7.650 -3.624  0.33
H -5.138 -8.374 -4.123  0.50
H -3.459 -6.565 -4.753  0.57
H -6.541 -3.672 -3.728  0.42
H -8.063 -5.543 -3.190  0.39
H -2.674 -4.069 -2.774  0.58
H -1.089 -2.336 -3.434  0.68
H -3.101 -1.867 -7.120  0.41
H -4.856 -3.530 -6.366  0.56
H -0.964 -0.294 -5.055  0.16
H -1.149 -0.666 -6.795  0.35
H -0.008 -1.603 -5.917  0.30
C -6.085 0.032 0.740  0.27
F -5.065 0.790 1.028  -0.06
F -6.957 0.256 1.746  -0.22
F -6.734 0.288 -0.421  -0.23
S -5.589 -1.823 0.733  1.05
O -5.046 -2.032 -0.633  -0.49
O -4.528 -1.901 1.777  -0.51
N -7.093 -2.692 1.106  -0.55
S -6.949 -3.971 0.439  1.04
O -7.754 -3.951 -0.826  -0.71
O -5.636 -4.641 0.374  -0.52
C -7.901 -5.155 1.595  0.44
F -8.040 -6.381 1.032  -0.23
F -7.141 -5.292 2.685  -0.19
F -9.137 -4.757 1.811  -0.19
C 5.372 4.163 0.309  0.46
F 5.710 4.851 1.342  -0.23
F 6.354 4.158 -0.561  -0.18
F 5.175 2.855 0.638  -0.16
S 3.746 4.962 -0.397  0.60
O 4.028 6.410 -0.315  -0.57
O 3.702 4.424 -1.749  -0.41
N 2.573 4.301 0.738  -0.45
S 1.576 5.436 0.511  0.87
O 1.743 6.553 1.405  -0.69
O 1.175 5.692 -0.935  -0.63
C -0.073 4.642 1.014  0.33
F 0.043 4.013 2.201  -0.20
F -0.941 5.623 1.216  -0.24
F -0.414 3.841 0.026  0.06
C 0.285 0.690 -2.438  0.05
F 0.642 -0.198 -3.446  -0.28
F 1.221 1.595 -2.484  -0.04
F -0.835 1.145 -2.774  -0.02
S 0.411 -0.340 -0.767  0.52
O -0.267 -1.626 -1.086  -0.35
O 1.845 -0.463 -0.451  -0.42
N -0.270 0.743 0.375  -0.32
S -1.497 0.050 0.843  0.87
O -2.597 -0.106 -0.131  -0.49
O -1.271 -1.092 1.727  -0.61
C -2.120 1.415 2.024  -0.05
F -1.157 1.698 2.881  -0.23
F -2.556 2.505 1.334  -0.10
F -3.105 0.939 2.850  -0.12

---

[2]
Entry from the OMol25 dataset: 20 unconnected molecules or ions with the total composition C47H95Br2N13O2 in a non-equilibrium geometry (ωB97M-V with the def2-TZVPD basis set).

Results
E_LUMO ... -11.65 eV
2S+1 ... 1
E ... -7854.17360 Ha
Charge ... +6

Last column: Mulliken charge in e.
Element x y z (Å)
C -0.079 0.004 4.571  -1.08
C -1.390 0.033 5.259  0.55
O -2.070 0.940 5.623  -0.38
N -1.894 -1.378 5.763  -0.14
H -2.804 -1.215 6.019  0.33
H -1.913 -2.188 5.166  0.36
C -1.301 -1.675 7.178  -0.79
H -0.265 -0.581 3.682  0.37
H 0.727 -0.473 5.052  0.39
H 0.138 1.035 4.407  0.35
H -0.806 -0.794 7.560  0.32
H -0.612 -2.464 7.243  0.35
H -2.082 -1.940 7.875  0.36
C -4.428 -8.650 -5.854  -0.70
C -5.879 -8.770 -6.271  0.57
O -6.838 -8.925 -6.916  -0.16
N -6.756 -9.375 -11.179  -0.22
H -6.091 -8.733 -10.738  0.31
H -7.780 -9.140 -10.938  0.36
C -6.438 -9.735 -12.369  -0.03
H -4.235 -8.115 -4.893  0.32
H -3.856 -8.097 -6.616  0.30
H -3.959 -9.634 -5.757  0.31
H -7.199 -10.261 -12.761  0.29
H -5.597 -9.444 -12.813  0.29
H -16.827 -3.696 -3.527  0.05
C -5.870 1.510 -8.905  -0.77
C -6.008 0.964 -10.244  -0.68
C -4.930 0.124 -10.802  0.07
C -4.122 0.939 -11.759  -1.18
N -2.922 0.161 -12.326  0.60
C -1.920 -0.237 -10.943  -0.26
C -0.631 0.520 -11.246  -0.88
C -0.554 1.269 -12.827  -0.58
C -2.138 1.021 -13.232  -0.63
C -3.208 -1.349 -12.744  -0.96
C -3.851 -1.552 -14.016  -0.05
C -4.650 -2.644 -14.388  -0.95
H -4.960 1.131 -8.377  0.36
H -6.789 -4.157 -5.086  -0.21
H -6.594 2.409 -8.836  0.31
H 3.633 -7.791 -12.063  0.00
H -7.064 0.701 -10.473  0.36
H -5.230 -0.722 -11.399  0.40
H -4.240 0.072 -9.959  0.04
H -3.769 1.838 -11.271  0.53
H -4.721 1.260 -12.629  0.57
H -2.084 -1.257 -10.525  0.50
H -2.544 0.350 -10.302  0.18
H 0.253 -0.092 -10.760  0.37
H -0.350 1.374 -10.421  0.31
H 0.036 0.562 -13.405  0.31
H -0.329 2.354 -12.993  0.35
H -2.174 0.604 -14.214  0.27
H -2.615 1.991 -13.385  0.51
H -3.796 -1.926 -12.095  0.63
H -2.253 -2.005 -12.722  0.46
H -3.504 -0.882 -14.762  0.25
H -7.109 -8.335 -1.554  -0.19
H -5.228 -3.271 -13.697  0.26
H -3.986 1.869 -5.250  -0.11
H -5.110 -3.106 -15.552  0.24
C 4.933 6.040 18.148  -1.01
C 4.781 6.534 16.755  -0.58
N 3.865 5.649 15.939  0.12
C 4.148 4.420 15.313  -0.36
C 3.114 4.053 14.531  -0.37
N 2.157 5.058 14.740  0.08
C 2.614 5.989 15.542  0.00
C 0.929 5.261 13.939  -0.82
H 5.305 5.009 18.216  0.33
H 3.972 6.015 18.685  0.33
H 5.589 6.699 18.748  0.35
H 5.637 6.701 16.102  0.40
H 4.293 7.523 16.625  0.33
H 5.052 3.916 15.524  0.45
H 3.132 3.270 13.815  0.41
H 2.019 6.827 15.956  0.36
H 1.175 6.029 13.175  0.35
H 0.065 5.583 14.487  0.33
H 0.733 4.266 13.492  0.29
C 13.084 2.038 5.121  -0.48
C 12.610 1.702 3.927  -0.40
N 12.648 0.584 -3.657  -0.66
C 12.000 0.839 -4.847  -0.50
C 12.010 -0.334 -5.553  -0.26
N 12.602 -1.271 -4.812  0.15
C 12.965 -0.676 -3.716  0.04
C 12.830 -2.655 -5.142  -0.81
H 12.903 1.359 5.950  0.23
H 14.072 2.537 5.150  0.23
H -11.863 4.446 4.113  0.04
H 12.895 2.048 2.930  0.25
H 11.784 0.953 3.963  0.17
H 11.585 1.743 -5.098  0.42
H 11.546 -0.654 -6.471  0.39
H 13.444 -1.263 -2.985  0.34
H 13.419 -2.635 -6.063  0.35
H 11.890 -3.155 -5.284  0.31
H 13.441 -3.162 -4.311  0.24
C -14.443 -2.533 -0.758  -1.11
C -15.914 -2.458 -1.235  -0.49
N -16.592 -1.593 -0.298  0.20
C -17.247 -0.346 -0.618  -0.39
C -17.608 0.188 0.537  -0.40
N -17.239 -0.660 1.568  0.06
C -16.660 -1.714 1.026  0.00
C -17.423 -0.465 3.010  -0.90
H -14.368 -2.712 0.319  0.36
H -13.931 -1.613 -1.041  0.31
H -13.960 -3.372 -1.299  0.37
H -16.406 -3.427 -1.258  0.37
H -16.006 -1.903 -2.152  0.20
H -17.212 0.112 -1.571  0.38
H -17.946 1.175 0.795  0.41
H -16.377 -2.675 1.546  0.39
H -18.425 -0.628 3.225  0.34
H -17.125 0.558 3.221  0.36
H -16.722 -1.087 3.493  0.36
C 14.937 -4.651 9.908  -0.43
C 14.080 -3.915 10.572  -0.45
N 6.557 -10.571 11.879  -0.52
C 5.204 -10.573 11.749  -0.33
C 4.705 -11.699 11.219  -0.16
N 5.769 -12.441 10.830  0.11
C 6.876 -11.771 11.348  0.00
C 5.669 -13.850 10.446  -0.83
H 14.977 -4.580 8.808  0.23
H 15.338 -5.649 10.329  0.21
H 13.540 -3.058 10.208  0.24
H 8.181 -8.879 9.667  0.21
H 14.048 -3.965 11.682  0.20
H 4.442 -9.913 12.186  0.34
H 3.715 -11.989 10.912  0.41
H 7.902 -12.198 11.332  0.35
H 6.693 -14.224 10.521  0.31
H 5.365 -13.997 9.361  0.28
H 5.126 -14.529 11.120  0.35
C 3.043 10.364 -1.407  -1.16
C 3.158 11.814 -1.900  -0.30
N 4.380 12.057 -2.758  0.16
C 4.802 11.218 -3.777  -0.50
C 6.017 11.672 -4.221  -0.29
N 6.343 12.787 -3.399  0.08
C 5.325 12.956 -2.537  -0.04
C 7.525 13.635 -3.576  -0.78
H 2.315 10.354 -0.652  0.38
H 3.961 9.907 -0.959  0.35
H 2.939 9.578 -2.197  0.33
H 3.279 12.444 -0.983  0.31
H 2.255 12.081 -2.464  0.25
H 4.158 10.470 -4.164  0.42
H 6.648 11.398 -5.053  0.42
H 5.287 13.726 -1.769  0.37
H 8.173 13.059 -4.229  0.28
H 8.044 13.763 -2.636  0.36
H 7.298 14.612 -3.965  0.33
Br -0.264 6.590 5.065  -0.27
Br -4.021 5.407 2.440  -0.22